Below is a structure of composition C58H55BrN5O5P2RbSe, with properties calculated with the ωB97M-V functional and the def2-TZVPD basis.

Output
Highest occupied orbital energy ... -2.1 eV
Lowest unoccupied orbital energy ... 3.497 eV
Electronic energy ... -8575.60913 a.u.
Strongest force on any atom ... 0.7 eV/Å

ORCA input file:
```
! wB97M-V def2-TZVPD RIJCOSX def2/J DEFGRID3
* xyz -2 1
Rb 0.98670 -1.33110 0.88943
C -3.29121 -3.23578 -3.91007
O -2.11923 -2.71278 -4.58890
C -1.39657 -2.09440 -3.62183
N -1.86828 -2.03836 -2.45688
C -3.15142 -2.74214 -2.45060
C -4.27707 -1.85920 -1.96692
C -5.36883 -2.44729 -1.33507
C -6.42211 -1.67095 -0.87849
C -6.38711 -0.29024 -1.03180
C -5.29402 0.30355 -1.64566
C -4.24563 -0.47788 -2.11573
C -0.09744 -1.51751 -4.05169
C 0.00914 -0.92309 -5.30297
C 1.22770 -0.37738 -5.66506
C 2.29267 -0.48584 -4.79083
C 2.08982 -1.12637 -3.57153
N 0.91363 -1.61896 -3.19265
C 3.25459 -1.34171 -2.67296
N 3.26773 -1.46855 -1.42059
C 4.66353 -1.79983 -1.05224
C 5.45052 -1.55667 -2.35224
O 4.43308 -1.42699 -3.36077
C 5.24795 -1.07799 0.13616
C 4.45352 -0.55517 1.14523
C 5.01604 -0.05024 2.30481
C 6.39601 -0.02681 2.45446
C 7.20511 -0.51384 1.43848
C 6.63050 -1.04368 0.29011
H -3.25353 -4.32066 -3.98680
H -4.17660 -2.85123 -4.41515
H -3.05976 -3.57240 -1.74837
H -5.36265 -3.51655 -1.15391
H -7.25441 -2.14153 -0.36897
H -7.19330 0.32213 -0.64654
H -5.24174 1.38164 -1.73699
H -3.37595 -0.00453 -2.55480
H -0.85081 -0.89557 -5.95778
H 1.34884 0.12277 -6.61733
H 3.26674 -0.08567 -5.02968
H 4.64686 -2.85863 -0.76964
H 6.10119 -2.38218 -2.63555
H 6.02317 -0.62706 -2.32004
H 3.38727 -0.55962 0.99708
H 4.36739 0.33649 3.07857
H 6.83749 0.36854 3.36157
H 8.28367 -0.50195 1.54504
H 7.27390 -1.46161 -0.47736
C 1.54522 2.33864 -0.01721
P 3.10630 1.96715 -0.91295
C 2.69034 2.68409 -2.55831
C 3.67740 3.27446 -3.35261
C 3.39887 3.71102 -4.63937
C 2.11992 3.57057 -5.16413
C 1.13183 2.97946 -4.39050
C 1.41336 2.53115 -3.10650
C 4.25950 3.24520 -0.27369
C 3.95364 4.60470 -0.21765
C 4.85940 5.51250 0.30626
C 6.08819 5.07018 0.78644
C 6.40323 3.72148 0.73823
C 5.49237 2.81339 0.20842
C 1.50676 1.89822 1.41724
C 2.40999 2.03425 2.47043
C 1.76849 1.48544 3.61443
C 0.51366 1.05330 3.17880
C -0.74402 0.49688 3.81743
P -1.97170 0.47156 2.41985
C -3.54667 -0.07595 3.20575
C -3.76340 -0.22791 4.57327
C -4.99223 -0.66304 5.05998
C -6.02646 -0.94692 4.18068
C -5.81901 -0.81329 2.81267
C -4.58757 -0.39852 2.33166
C -2.39631 2.26474 2.27280
C -2.22284 2.88917 1.03882
C -2.55110 4.22625 0.86627
C -3.05150 4.96538 1.93114
C -3.22827 4.35488 3.16468
C -2.90685 3.01312 3.32826
N 0.37549 1.30383 1.85630
H 0.76644 1.77544 -0.53605
H 1.29838 3.40238 -0.13114
H 4.67752 3.39966 -2.95241
H 4.18307 4.16832 -5.23181
H 1.89714 3.91939 -6.16563
H 0.13122 2.85401 -4.78770
H 0.62627 2.04878 -2.53866
H 2.99440 4.95202 -0.58537
H 4.60572 6.56504 0.35092
H 6.79347 5.77905 1.20423
H 7.35191 3.36599 1.12200
H 5.73041 1.75497 0.19031
H 3.39461 2.48029 2.43326
H 2.16357 1.44034 4.62091
H -1.09629 1.13050 4.63799
H -0.63571 -0.52517 4.19511
H -2.96213 -0.01682 5.27233
H -5.13572 -0.78640 6.12735
H -6.98104 -1.29724 4.55544
H -6.60511 -1.07223 2.11361
H -4.41829 -0.34962 1.26077
H -1.80856 2.32090 0.21380
H -2.40541 4.69430 -0.10059
H -3.30007 6.01237 1.80023
H -3.62055 4.92190 4.00127
H -3.06949 2.53944 4.29042
O -0.96514 0.11582 -0.89662
H -1.34312 -0.66160 -1.35179
H -1.36316 0.10933 -0.00805
O -0.55594 -4.74221 -1.66284
H -1.10474 -4.51283 -0.88614
H 0.05174 -3.99541 -1.72415
O 1.26678 -2.41472 3.46385
H 1.81220 -1.62101 3.52282
H 1.87167 -3.08184 3.07453
Br 3.56181 -3.89122 1.61548
Se -2.41149 -3.18921 0.84934
C -3.60588 -4.35451 1.72490
C -3.96317 -5.61464 1.22290
C -4.89012 -6.39511 1.89032
N -5.50633 -6.04570 3.02321
C -5.15637 -4.84910 3.50958
C -4.24150 -3.99508 2.92337
H -3.50837 -5.97775 0.30907
H -5.15598 -7.36930 1.48601
H -5.64393 -4.54994 4.43439
H -4.01782 -3.04210 3.38575
*
```

Below is a structure of composition C3H4EuO3, with properties calculated with the ωB97M-V functional and the def2-TZVPD basis.

Output
Highest occupied orbital energy (alpha / beta) ... -18.6 / -18.6 eV
Lowest unoccupied orbital energy (alpha / beta) ... -9.789 / -9.562 eV
ΔE to the lowest compared entry with this formula, charge and spin ... 31.9 kcal per mole
Electronic energy ... -1052.11121 a.u.
Strongest force on any atom ... 5.5 eV/Å

ORCA input file:
```
! wB97M-V def2-TZVPD RIJCOSX def2/J DEFGRID3
* xyz 2 8
C -1.45527 0.20581 0.80402
C -1.10987 -0.18358 -0.54684
O 0.10950 -0.26572 -0.85453
C 2.15299 0.60181 0.25590
O 1.74630 0.76536 1.35482
O 2.81200 0.06573 -0.56664
H -1.73353 -0.67579 1.39833
H -1.82218 -0.51435 -1.31909
H -2.29413 0.91486 0.78721
Eu 1.96324 -1.46245 -2.66664
H -0.36902 0.54834 1.35347
*
```

Below is a cluster of 8 separate species, C20H56Cl6O24P6 in total, with properties calculated with the ωB97M-V functional and the def2-TZVPD basis.

Output
Highest occupied orbital energy ... -10.6 eV
Lowest unoccupied orbital energy ... 0.248 eV
ΔE to the lowest compared entry with this formula, charge and spin ... 121.8 kcal per mole
Electronic energy ... -7411.06199 a.u.
Strongest force on any atom ... 5.1 eV/Å

ORCA input file:
```
! wB97M-V def2-TZVPD RIJCOSX def2/J DEFGRID3
* xyz 0 1
C -12.26740 22.85124 7.38882
O -13.28217 23.30771 6.36063
P -13.14179 24.70649 5.49316
O -11.77687 25.01582 4.96221
O -14.31604 24.58675 4.38652
C -15.54096 23.94445 4.66131
O -13.69101 25.85467 6.55385
C -13.90782 27.12579 6.04526
H -11.91292 21.87494 7.05823
H -12.71992 22.78318 8.37811
H -11.39034 23.49672 7.43597
H -15.76355 23.45882 3.71119
H -16.37263 24.57594 4.97378
H -15.48467 23.19501 5.45078
H -14.46656 27.00698 5.11693
H -12.99627 27.67033 5.79901
H -14.66510 27.68034 6.59943
C -8.90966 10.58441 13.98890
O -9.14117 11.37694 12.85538
P -10.65674 11.55376 12.33414
O -11.63079 12.02678 13.31645
O -11.06340 10.16905 11.51924
C -12.13402 10.15100 10.67682
O -10.48745 12.61238 11.08885
C -10.00896 13.88450 11.39004
H -8.38464 9.70613 13.61327
H -9.75676 10.21751 14.56847
H -8.32358 11.12289 14.73364
H -11.87679 9.46623 9.86873
H -12.38348 11.14927 10.31721
H -12.97522 9.70129 11.20432
H -9.50006 13.93162 12.35279
H -10.75089 14.68213 11.35248
H -9.26791 14.24399 10.67609
C -2.16798 13.41154 14.11472
O -1.02471 12.62988 13.71226
P -0.32806 11.76017 14.87488
O 0.00169 12.39922 16.22474
O 0.98394 11.22770 14.09475
C 2.16393 11.97311 13.86870
O -1.19701 10.36641 14.86615
C -1.20445 9.51459 13.76136
H -1.87345 14.42673 13.84876
H -2.35238 13.42965 15.18885
H -3.09731 13.17499 13.59657
H 2.32328 12.12005 12.80047
H 2.99511 11.40054 14.28028
H 2.11256 12.95649 14.33606
H -2.17637 9.02693 13.68616
H -0.44417 8.73379 13.74068
H -0.96595 10.02158 12.82638
C -6.84037 17.97097 0.22220
O -7.13318 16.63643 0.69082
P -7.35099 16.42928 2.27264
O -8.01913 17.55917 2.98230
O -8.01563 15.00027 2.31160
C -8.75420 14.44218 3.39505
O -5.87854 16.08354 2.83970
C -4.96619 15.30936 2.05885
H -5.77209 18.01493 0.01017
H -7.06683 18.76628 0.93235
H -7.43370 18.09444 -0.68379
H -9.74834 14.84811 3.58214
H -8.20892 14.63725 4.31847
H -8.85944 13.36041 3.31266
H -5.30158 14.87880 1.11533
H -4.53276 14.48190 2.62060
H -4.11005 15.92188 1.77609
C -3.68493 31.09049 12.35079
O -4.71322 30.56322 11.47840
P -6.36807 30.82719 11.69942
O -6.93151 30.32671 12.97594
O -6.58369 32.43668 11.48601
C -6.67524 33.19793 12.65386
O -7.08713 30.26924 10.35487
C -7.07539 28.92043 10.09126
H -4.12309 31.53475 13.24451
H -3.13058 31.88317 11.84834
H -2.95711 30.36988 12.72373
H -5.87678 33.92365 12.49931
H -6.57499 32.69871 13.61762
H -7.54788 33.84962 12.61022
H -8.13268 28.69695 9.94882
H -6.64510 28.26797 10.85103
H -6.69088 28.75486 9.08486
C 2.39506 19.64045 18.48267
O 2.78932 20.96849 18.52974
P 3.10282 21.86679 17.13231
O 3.81722 21.19310 16.00369
O 1.63104 22.37117 16.69424
C 1.39448 23.08555 15.50353
O 3.79761 23.18963 17.70747
C 5.15282 23.16961 17.96601
H 3.28145 19.15797 18.89453
H 2.18083 19.25450 17.48605
H 1.61162 19.36411 19.18834
H 0.99211 24.03245 15.86352
H 0.78068 22.46746 14.84831
H 2.29644 23.34711 14.95022
H 5.29247 23.50323 18.99426
H 5.61205 23.90882 17.30967
H 5.58156 22.18183 17.79695
Cl 2.42423 17.43754 1.00676
C 1.99059 19.21164 0.93867
Cl 0.57358 19.54755 -0.08573
Cl 3.39201 20.19896 0.39649
H 1.72997 19.53613 1.94609
Cl -3.30103 20.59476 6.11567
C -4.33040 20.67231 7.57798
Cl -3.82024 22.03403 8.62538
Cl -4.11909 19.10416 8.47066
H -5.36425 20.80875 7.26076
*
```

Below is the molecule C3H3N3O, with properties calculated with the ωB97M-V functional and the def2-TZVPD basis.

Output
Highest occupied orbital energy ... -9.4 eV
Lowest unoccupied orbital energy ... -0.750 eV
ΔE to the lowest compared entry with this formula, charge and spin ... 122.9 kcal per mole
Electronic energy ... -355.44405 a.u.
Strongest force on any atom ... 10.4 eV/Å

ORCA input file:
```
! wB97M-V def2-TZVPD RIJCOSX def2/J DEFGRID3
* xyz 0 1
O 1.02345 -1.87900 -1.63554
N 1.08895 -0.56056 -1.61650
C 0.31931 0.07097 -0.67635
C 0.43511 1.29457 -0.02300
N -0.17466 1.37528 1.20121
N -0.81842 0.05359 1.06319
C -0.50664 -0.58797 0.05599
H 0.87011 2.24638 -0.50208
H -1.34452 -0.37567 1.93906
H -0.89268 -1.63758 0.19402
*
```

> What is the formula in the second record?

C3H4EuO3